{"formula": "C23H15F3N3O3S2", "method": "wB97M-V/def2-TZVPD", "elements": ["C", "C", "C", "C", "C", "N", "C", "C", "N", "C", "C", "C", "C", "C", "C", "C", "C", "H", "H", "H", "H", "H", "H", "H", "H", "H", "H", "H", "F", "C", "F", "F", "S", "N", "C", "O", "C", "C", "C", "C", "C", "C", "S", "O", "O", "H", "H", "H", "H"], "xyz": [[-3.471, 1.881, -0.814], [-3.251, 0.535, -0.516], [-2.030, 0.125, 0.015], [-0.982, 1.051, 0.156], [0.337, 0.606, 0.643], [1.050, 1.393, 1.412], [2.303, 1.374, 1.813], [3.127, 2.463, 1.455], [3.899, 3.280, 1.099], [0.792, -0.723, 0.236], [0.513, -1.151, -1.078], [1.175, -2.259, -1.604], [2.143, -2.892, -0.828], [2.376, -2.523, 0.498], [1.665, -1.461, 1.055], [-1.212, 2.402, -0.127], [-2.456, 2.828, -0.598], [-4.429, 2.195, -1.233], [-4.018, -0.224, -0.674], [-1.853, -0.900, 0.347], [2.803, 0.469, 2.172], [-0.226, -0.625, -1.679], [0.899, -2.624, -2.595], [2.721, -3.725, -1.255], [3.053, -3.077, 1.139], [1.716, -1.225, 2.121], [-0.396, 3.116, 0.049], [-2.640, 3.893, -0.780], [3.507, -1.261, 6.785], [3.038, 0.007, 6.584], [1.897, 0.145, 7.289], [3.939, 0.910, 7.075], [2.934, 0.316, 4.739], [1.428, 1.195, 4.669], [0.257, 0.626, 4.131], [0.129, -0.560, 3.847], [-0.650, 1.735, 3.854], [0.024, 2.943, 3.771], [-0.532, 4.045, 3.152], [-1.848, 3.934, 2.688], [-2.549, 2.728, 2.828], [-1.928, 1.589, 3.325], [1.587, 2.903, 4.578], [1.503, 3.413, 5.916], [2.705, 3.242, 3.730], [0.091, 4.928, 3.037], [-2.318, 4.789, 2.198], [-3.584, 2.640, 2.512], [-2.409, 0.611, 3.316]], "total_energy_ha": -2371.395354, "total_charge": -1, "gap_ev": 4.86, "homo_energy_ev": -2.76, "de_lowest_ev": 0.806}

***

{"formula": "C23H15F5N3RhSe", "method": "wB97M-V/def2-TZVPD", "elements": ["Rh", "C", "C", "C", "C", "C", "C", "N", "C", "C", "C", "C", "C", "N", "C", "C", "C", "C", "C", "C", "N", "H", "H", "H", "H", "H", "H", "H", "H", "H", "H", "H", "H", "H", "H", "H", "F", "C", "C", "F", "C", "F", "C", "Se", "C", "F", "C", "F"], "xyz": [[-0.137, 0.561, 0.129], [2.769, -1.485, 0.298], [2.996, -0.016, 0.165], [4.323, 0.416, 0.115], [4.628, 1.749, -0.023], [3.581, 2.649, -0.110], [2.285, 2.182, -0.046], [1.970, 0.857, 0.088], [1.141, 3.113, -0.104], [1.228, 4.495, -0.168], [0.058, 5.236, -0.211], [-1.169, 4.594, -0.183], [-1.198, 3.210, -0.117], [-0.056, 2.510, -0.081], [-2.416, 2.377, -0.074], [-3.668, 2.950, -0.148], [-4.786, 2.138, -0.073], [-4.594, 0.784, 0.060], [-3.307, 0.242, 0.118], [-3.211, -1.246, 0.237], [-2.214, 1.030, 0.056], [3.721, -2.009, 0.309], [2.189, -1.865, -0.543], [2.261, -1.710, 1.241], [5.109, -0.322, 0.183], [5.654, 2.086, -0.060], [3.781, 3.703, -0.226], [2.184, 4.993, -0.177], [0.103, 6.314, -0.266], [-2.080, 5.170, -0.204], [-3.779, 4.017, -0.262], [-5.781, 2.559, -0.117], [-5.438, 0.113, 0.118], [-4.206, -1.683, 0.230], [-2.741, -1.528, 1.183], [-2.655, -1.670, -0.602], [0.728, -7.309, -0.753], [0.519, -6.064, -0.425], [0.047, -5.171, -1.391], [-0.181, -5.591, -2.618], [-0.172, -3.859, -1.033], [-0.628, -3.001, -1.936], [0.069, -3.416, 0.277], [-0.268, -1.682, 0.798], [0.548, -4.331, 1.229], [0.797, -3.932, 2.463], [0.773, -5.648, 0.883], [1.224, -6.511, 1.768]], "total_energy_ha": -4060.449697, "total_charge": 2, "gap_ev": [5.48, 5.55], "homo_energy_ev": [-14.87, -14.82]}

***

{"formula": "C23H16BrCoN4O9", "method": "wB97M-V/def2-TZVPD", "elements": ["Co", "O", "C", "C", "C", "C", "C", "C", "C", "O", "N", "N", "C", "C", "Br", "C", "C", "C", "C", "C", "C", "C", "H", "H", "H", "H", "H", "H", "H", "H", "H", "H", "H", "H", "H", "H", "O", "C", "O", "C", "C", "C", "C", "C", "C", "O", "N", "O", "O", "N", "O", "O", "H", "H"], "xyz": [[-0.957, -1.062, -0.715], [1.264, -5.261, 2.073], [1.774, -5.174, 0.811], [2.465, -6.226, 0.222], [2.965, -6.094, -1.062], [2.779, -4.914, -1.770], [2.086, -3.872, -1.177], [1.579, -3.987, 0.109], [0.733, -2.876, 0.719], [-0.449, -2.699, 0.154], [1.568, -1.595, 0.618], [1.266, -0.724, -0.272], [1.798, 0.489, -0.204], [1.649, 1.435, -1.226], [0.846, 0.934, -2.851], [1.999, 2.752, -1.048], [2.834, 3.292, 0.005], [2.505, 4.550, 0.529], [3.262, 5.093, 1.549], [4.375, 4.414, 2.030], [4.738, 3.187, 1.486], [3.972, 2.626, 0.482], [1.384, -6.153, 2.413], [2.604, -7.150, 0.773], [3.499, -6.920, -1.513], [3.161, -4.813, -2.776], [1.910, -2.958, -1.735], [0.702, -3.013, 1.813], [2.364, -1.444, 1.238], [2.276, 0.802, 0.719], [1.575, 3.467, -1.744], [1.624, 5.057, 0.157], [2.988, 6.050, 1.970], [4.973, 4.849, 2.819], [5.627, 2.681, 1.836], [4.284, 1.698, 0.017], [-4.354, -0.890, -2.848], [-3.408, -0.567, -2.158], [-2.508, -1.407, -1.744], [-3.281, 0.908, -1.772], [-4.273, 1.735, -2.270], [-4.245, 3.106, -2.068], [-3.208, 3.705, -1.382], [-2.247, 2.882, -0.847], [-2.229, 1.469, -1.000], [-1.230, 0.810, -0.506], [-1.130, 3.527, -0.163], [-0.630, 4.505, -0.712], [-0.734, 3.076, 0.891], [-5.307, 3.946, -2.616], [-5.232, 5.147, -2.420], [-6.200, 3.405, -3.234], [-5.068, 1.281, -2.843], [-3.159, 4.777, -1.265]], "total_energy_ha": -5738.791621, "total_charge": 0, "gap_ev": [6.47, 4.73], "multiplicity": 5, "s2": 6.07, "homo_energy_ev": [-8.48, -8.47]}

***

{"formula": "C23H16BrIrN5O4", "method": "wB97M-V/def2-TZVPD", "elements": ["Ir", "O", "C", "C", "C", "C", "C", "C", "C", "O", "N", "O", "O", "H", "H", "H", "H", "Br", "C", "C", "C", "C", "C", "C", "C", "C", "C", "C", "H", "H", "H", "H", "H", "H", "N", "C", "C", "N", "C", "C", "N", "C", "C", "N", "H", "H", "H", "H", "H", "H"], "xyz": [[-0.273, 0.051, -0.098], [1.029, 1.059, 1.071], [2.274, 1.025, 0.916], [3.012, 0.271, -0.023], [4.421, 0.402, 0.053], [5.207, -0.291, -0.811], [4.661, -1.135, -1.785], [3.301, -1.277, -1.884], [2.439, -0.585, -1.008], [1.162, -0.769, -1.190], [6.672, -0.146, -0.718], [7.097, 0.594, 0.141], [7.332, -0.756, -1.527], [2.843, 1.633, 1.623], [4.882, 1.044, 0.793], [5.330, -1.664, -2.451], [2.860, -1.923, -2.630], [-2.058, 1.196, 1.231], [-2.106, -0.127, 2.600], [-2.924, 0.042, 3.699], [-2.923, -0.952, 4.673], [-2.117, -2.071, 4.534], [-1.294, -2.228, 3.414], [-0.470, -3.376, 3.252], [0.331, -3.541, 2.121], [0.321, -2.592, 1.125], [-0.433, -1.380, 1.247], [-1.271, -1.228, 2.411], [-3.549, 0.917, 3.810], [-3.559, -0.839, 5.539], [-2.118, -2.841, 5.297], [-0.488, -4.138, 4.023], [0.954, -4.420, 2.018], [0.929, -2.751, 0.246], [-1.404, 2.098, -3.576], [-0.748, 3.211, -3.109], [-0.247, 2.875, -1.887], [-0.589, 1.575, -1.615], [-1.287, 1.133, -2.647], [-1.805, -0.218, -2.539], [-1.532, -0.873, -1.416], [-2.079, -2.126, -1.528], [-2.709, -2.214, -2.730], [-2.524, -1.004, -3.354], [-1.899, 2.045, -4.452], [-0.698, 4.124, -3.675], [0.328, 3.473, -1.202], [-2.000, -2.860, -0.747], [-3.261, -3.016, -3.187], [-2.876, -0.767, -4.268]], "total_energy_ha": -4138.574126, "total_charge": 2, "gap_ev": [7.76, 4.99], "multiplicity": 2, "s2": 0.78, "homo_energy_ev": [-14.07, -14.05], "de_lowest_ev": 0.000}

***

{"formula": "C23H16O5SbSc", "method": "wB97M-V/def2-TZVPD", "elements": ["O", "C", "Sc", "O", "C", "C", "O", "C", "O", "C", "O", "H", "C", "C", "C", "C", "C", "C", "Sb", "C", "C", "C", "C", "C", "C", "C", "C", "C", "C", "C", "C", "H", "H", "H", "H", "H", "H", "H", "H", "H", "H", "H", "H", "H", "H", "H"], "xyz": [[4.864, 1.545, -2.059], [3.976, 0.822, -1.987], [1.760, -0.619, -2.213], [1.098, 2.497, -3.437], [1.259, 1.463, -2.949], [0.144, -1.430, -3.499], [-0.534, -1.895, -4.314], [2.383, -2.626, -3.095], [2.644, -3.643, -3.604], [2.591, -0.427, -4.316], [2.841, -0.442, -5.447], [2.840, -2.033, -1.890], [-3.098, -3.047, 3.093], [-3.317, -3.035, 1.706], [-2.426, -2.352, 0.861], [-1.337, -1.660, 1.410], [-1.116, -1.675, 2.789], [-1.993, -2.374, 3.626], [-0.096, -0.507, 0.052], [-1.596, 0.980, -0.473], [-2.419, 0.721, -1.570], [-3.399, 1.654, -1.941], [-3.542, 2.847, -1.222], [-2.706, 3.102, -0.127], [-1.742, 2.159, 0.262], [1.478, 0.442, 1.249], [1.777, 1.800, 1.110], [2.857, 2.346, 1.822], [3.646, 1.530, 2.643], [3.351, 0.165, 2.755], [2.270, -0.379, 2.052], [-3.791, -3.582, 3.744], [-4.178, -3.556, 1.274], [-2.603, -2.358, -0.222], [-0.270, -1.140, 3.217], [-1.814, -2.389, 4.699], [-2.311, -0.201, -2.150], [-4.051, 1.441, -2.791], [-4.301, 3.575, -1.513], [-2.803, 4.033, 0.435], [-1.115, 2.352, 1.137], [1.187, 2.442, 0.446], [3.078, 3.415, 1.726], [4.486, 1.961, 3.193], [3.964, -0.474, 3.389], [2.062, -1.447, 2.130]], "total_energy_ha": -2262.516612, "total_charge": 2, "gap_ev": 5.21, "homo_energy_ev": -14.46, "de_lowest_ev": 0.000}

***

{"formula": "C23H16O6PPd", "method": "wB97M-V/def2-TZVPD", "elements": ["O", "C", "Pd", "C", "O", "C", "O", "C", "O", "C", "O", "H", "O", "P", "C", "C", "C", "C", "C", "C", "C", "C", "C", "C", "C", "C", "C", "C", "C", "C", "C", "C", "H", "H", "H", "H", "H", "H", "H", "H", "H", "H", "H", "H", "H", "H", "H"], "xyz": [[0.370, -5.061, -1.754], [0.285, -4.001, -1.332], [0.290, -0.483, -0.031], [-0.256, 0.137, 1.769], [-0.502, 0.567, 2.814], [0.540, 1.210, -1.145], [0.925, 1.750, -2.090], [-1.473, -0.917, -0.926], [-2.553, -0.657, -1.274], [2.237, -0.872, 0.381], [3.241, -0.958, 0.969], [0.364, -1.406, -1.421], [-1.085, 2.252, -0.260], [-1.307, 3.692, 0.183], [0.294, 4.352, 0.578], [0.808, 4.124, 1.866], [2.146, 4.398, 2.143], [2.991, 4.821, 1.116], [2.499, 4.973, -0.184], [1.149, 4.744, -0.457], [-2.358, 4.525, -1.010], [-2.852, 3.728, -2.053], [-4.018, 4.083, -2.726], [-4.671, 5.292, -2.426], [-4.104, 6.151, -1.465], [-2.943, 5.782, -0.771], [-2.251, 3.867, 1.727], [-2.091, 4.956, 2.601], [-2.867, 5.031, 3.758], [-3.824, 4.054, 4.033], [-4.006, 3.013, 3.127], [-3.223, 2.901, 1.979], [0.163, 3.716, 2.644], [2.509, 4.287, 3.168], [4.039, 5.025, 1.330], [3.168, 5.253, -0.997], [0.755, 4.856, -1.467], [-2.317, 2.816, -2.304], [-4.406, 3.410, -3.497], [-5.600, 5.552, -2.956], [-4.591, 7.114, -1.270], [-2.485, 6.469, -0.066], [-1.342, 5.729, 2.407], [-2.707, 5.841, 4.458], [-4.423, 4.100, 4.943], [-4.766, 2.261, 3.296], [-3.333, 2.070, 1.277]], "total_energy_ha": -1805.406491, "total_charge": 3, "gap_ev": [4.50, 3.82], "multiplicity": 5, "s2": 6.05, "homo_energy_ev": [-14.68, -17.98], "de_lowest_ev": 0.055}